[1]
13 unconnected molecules or ions with the total composition C28H89N7O13 at a distorted geometry. Source: the Open Molecules 2025 dataset; level of theory: ωB97M-V/def2-TZVPD.

Geometry as XYZ:
```
137
Properties=species:S:1:pos:R:3:forces:R:3:mulliken_spin:R:1
O -26.401988 4.609196 3.211576 -0.30 0.12 -0.21 0.00
H -26.645196 5.277783 2.571207 -0.16 0.20 -0.23 0.00
H -26.264170 5.094739 4.024888 -0.04 0.14 0.35 0.00
O -25.597794 9.501190 1.948870 -1.06 0.05 0.12 0.00
H -24.920342 8.842956 1.793849 0.85 -0.22 -0.02 0.00
H -25.494980 10.125203 1.230354 0.02 0.16 -0.08 0.00
O -21.602776 3.035544 2.887813 0.56 -0.06 -0.83 0.00
H -22.555426 3.030208 2.980931 -0.62 -0.15 -0.15 0.00
H -21.278310 3.280237 3.754463 0.28 0.16 0.56 0.00
O -20.579318 4.198802 5.182003 -0.69 -0.24 0.41 0.00
H -20.151088 3.714568 5.887958 0.05 -0.15 0.22 0.00
H -19.859166 4.595718 4.692030 0.88 0.51 -0.49 0.00
O -24.302008 3.076801 3.404070 0.73 -0.62 0.05 0.00
H -24.077978 3.502942 4.231382 0.03 0.04 0.32 0.00
H -25.020295 3.601551 3.050611 -0.53 0.24 -0.13 0.00
O -23.875318 1.318751 -1.680810 -0.47 -0.55 0.09 0.00
H -23.853625 2.192945 -2.070106 0.31 0.44 -0.20 0.00
H -23.130450 1.305136 -1.079794 0.13 -0.05 0.19 0.00
C -26.222669 15.591211 3.091894 -0.49 -0.05 -0.62 0.00
C -24.867139 15.040138 3.481854 1.08 0.60 0.18 0.00
C -24.868603 13.577356 3.222058 -0.71 -0.69 1.23 0.00
O -23.681369 12.915000 3.608427 0.00 0.12 -1.04 0.00
C -23.758856 11.550445 3.250609 2.23 -0.21 0.31 0.00
N -23.740789 15.689851 2.771741 -1.02 0.20 -0.18 0.00
H -26.415951 15.544703 2.020175 0.42 0.08 -0.26 0.00
H -26.418402 16.619441 3.396061 0.21 -0.05 0.20 0.00
H -27.008910 14.949779 3.490013 0.01 0.11 0.44 0.00
H -24.793355 15.150937 4.563694 0.23 0.18 0.30 0.00
H -25.220742 13.401276 2.205650 0.42 -0.40 -0.34 0.00
H -25.582470 13.174592 3.940583 -0.86 -0.14 -0.35 0.00
H -23.691076 11.372217 2.177415 -1.09 0.29 -0.33 0.00
H -24.477305 10.935779 3.792933 -0.43 0.37 -0.32 0.00
H -22.770115 11.158363 3.488870 0.11 -0.19 0.66 0.00
H -23.848824 16.688111 2.880867 0.19 0.17 -0.09 0.00
H -22.824178 15.441651 3.115693 -0.15 -0.27 0.27 0.00
C -20.795400 10.540651 -0.796649 -0.31 0.38 0.75 0.00
C -19.915027 10.151448 0.424424 -0.39 0.75 -0.26 0.00
C -18.585327 10.914970 0.502654 0.56 -1.01 -1.26 0.00
O -17.754392 10.301644 1.451953 1.74 1.13 1.13 0.00
C -16.447455 10.997928 1.449403 -0.75 -0.85 0.41 0.00
N -20.755684 10.340584 1.621970 0.39 0.28 0.47 0.00
H -20.490948 10.254687 -1.803447 0.47 0.02 0.23 0.00
H -21.004231 11.609388 -0.748822 0.44 0.31 -0.26 0.00
H -21.806686 10.163073 -0.645633 0.03 -0.53 0.09 0.00
H -19.671630 9.089901 0.380039 0.09 -0.08 -0.03 0.00
H -18.628336 11.999168 0.606439 -0.58 0.20 0.45 0.00
H -18.007476 10.760111 -0.408495 -0.47 0.14 -0.91 0.00
H -15.753226 10.506314 2.130915 -0.39 -0.33 0.04 0.00
H -16.513308 12.030191 1.793210 -0.42 0.10 -0.12 0.00
H -15.986059 10.975379 0.462134 -0.23 -0.02 -0.23 0.00
H -20.203326 10.240580 2.461611 0.50 -0.76 0.18 0.00
H -20.991727 11.313149 1.757992 -0.42 0.54 -0.68 0.00
C -18.350574 6.100122 1.075271 0.16 -1.04 0.19 0.00
C -18.682370 5.030154 2.173430 0.74 -0.25 -2.02 0.00
C -17.716999 3.770114 2.004982 -0.37 0.60 0.38 0.00
O -16.372225 4.172192 2.185815 -1.06 2.03 0.81 0.00
C -15.395120 3.244249 1.927453 0.06 -0.91 -0.64 0.00
N -18.529782 5.544279 3.497366 0.81 -0.10 0.99 0.00
H -17.316703 6.444857 1.094508 0.07 -0.02 0.47 0.00
H -18.998107 6.973813 1.149193 -0.16 -0.10 -0.08 0.00
H -18.427082 5.601075 0.109250 -0.42 0.22 -0.27 0.00
H -19.723127 4.728918 2.054402 0.04 -0.44 -0.27 0.00
H -17.791712 3.273289 1.037674 -0.43 0.19 -0.32 0.00
H -17.948532 3.024998 2.766102 -0.29 -0.10 0.16 0.00
H -14.450065 3.596990 2.340408 -0.10 -0.11 -0.04 0.00
H -15.324587 3.111295 0.847887 0.42 -0.07 -0.31 0.00
H -15.669493 2.264276 2.317922 0.20 -0.20 0.39 0.00
H -18.897891 6.476755 3.620137 -0.32 0.17 -0.27 0.00
H -17.527590 5.662739 3.538212 0.43 0.11 0.85 0.00
C -27.569143 9.831522 -4.616269 1.69 -0.86 -0.07 0.01
C -26.232076 9.675562 -5.388011 -2.05 3.01 -0.56 0.05
C -25.319183 8.537367 -5.014184 0.45 -1.87 0.78 0.12
O -24.997172 8.683178 -3.698808 -1.01 -0.41 0.57 0.26
C -23.743648 8.245634 -3.265480 2.05 0.63 -0.35 0.04
N -26.483349 9.605560 -6.781378 1.60 -0.93 -0.15 0.46
H -28.055162 10.656946 -5.136437 -0.53 -0.36 0.43 0.00
H -27.387947 10.018476 -3.557829 0.03 0.34 -0.15 0.00
H -28.030641 8.844584 -4.649126 -0.76 0.29 -0.28 0.00
H -25.611463 10.565724 -5.285218 0.03 0.20 0.35 0.00
H -24.493352 8.458835 -5.721251 0.46 -0.16 0.24 0.01
H -25.964246 7.663946 -5.109708 -0.15 -0.41 -0.09 0.04
H -23.040342 8.748361 -3.929352 0.67 -0.03 0.14 0.00
H -23.512600 7.183546 -3.347235 -0.78 -0.30 -0.31 0.01
H -23.493471 8.505367 -2.236859 -0.75 0.34 -0.10 0.00
H -26.805708 8.732546 -7.173829 -1.04 -0.18 0.12 0.00
H -25.638403 9.799589 -7.299584 0.07 0.73 -0.48 -0.01
C -21.852754 2.123776 -4.382720 0.38 0.94 -1.11 0.00
C -21.921882 3.615381 -4.009627 0.37 -0.44 0.30 0.00
C -22.809146 4.512351 -4.909017 0.96 -1.36 -0.45 -0.01
O -22.116082 4.802412 -6.131941 -1.73 -0.41 -0.87 0.00
C -23.032517 4.797141 -7.279461 1.12 0.20 0.36 0.00
N -22.403252 3.636686 -2.655621 -0.54 1.00 0.95 0.00
H -22.710697 1.482625 -4.180356 -0.10 0.38 0.18 0.00
H -20.968703 1.780929 -3.845105 -0.14 -0.52 -0.13 0.00
H -21.630932 2.143689 -5.449725 0.17 -0.61 -0.14 0.00
H -20.861648 3.866633 -4.039472 0.08 0.93 -0.39 0.00
H -23.161320 5.479788 -4.551036 0.07 -0.07 0.81 0.00
H -23.649028 3.825823 -5.015645 -0.61 0.37 -0.67 0.00
H -23.299154 3.786751 -7.589493 0.10 -0.12 0.19 0.00
H -22.524874 5.298786 -8.103319 0.25 -0.19 0.07 0.00
H -23.955969 5.360150 -7.143996 -0.12 0.10 0.62 0.00
H -22.512450 4.586710 -2.330596 0.00 0.31 0.12 0.00
H -21.699230 3.273664 -2.028981 0.11 -0.43 0.05 0.00
C -19.647937 7.731816 -7.344623 -0.10 -0.94 -0.22 0.00
C -20.023892 8.440198 -6.088707 -0.20 0.01 1.05 0.00
C -19.898658 7.618126 -4.744386 -0.11 0.22 -1.13 0.00
O -20.535993 8.282869 -3.661589 -0.80 0.51 0.03 0.01
C -20.816370 7.440089 -2.555895 1.23 -0.73 -0.14 0.00
N -19.118582 9.558592 -6.084940 -0.03 0.68 1.10 0.00
H -19.807917 8.403336 -8.188171 -0.37 -0.25 -0.03 0.00
H -20.129583 6.758385 -7.437149 -0.02 0.01 -0.37 0.00
H -18.565693 7.602245 -7.336930 0.10 -0.37 0.06 0.00
H -21.004180 8.916167 -6.112601 -0.52 -0.50 -0.15 0.00
H -18.835734 7.549750 -4.512836 0.26 -0.28 -0.01 0.00
H -20.296511 6.616042 -4.904551 -0.22 -0.22 0.18 0.00
H -21.343419 6.546065 -2.889129 -0.48 -0.02 0.08 0.00
H -21.282170 7.918082 -1.694122 -0.40 0.43 -0.57 0.00
H -19.886713 7.055503 -2.136452 0.37 -0.11 0.02 0.00
H -19.410378 10.023530 -5.237134 0.52 0.94 0.26 0.00
H -18.245318 9.111763 -5.844424 0.75 0.47 -0.07 0.00
C -22.180638 6.843268 2.927637 0.10 0.54 -1.50 0.00
C -22.441206 7.137208 1.420604 -0.71 -2.15 1.05 0.00
C -23.471281 6.116976 0.876917 0.29 0.82 0.16 0.00
O -23.408705 6.075495 -0.554452 -0.33 -0.89 -0.10 0.00
C -24.465768 5.218898 -1.035591 -0.22 1.09 0.48 0.00
N -22.976549 8.457411 1.322455 -0.60 0.04 -0.81 0.00
H -21.468698 6.018870 2.967645 -0.26 -0.06 0.60 0.00
H -23.129377 6.669813 3.435479 0.11 -0.35 0.07 0.00
H -21.783441 7.772321 3.336535 0.33 -0.20 0.27 0.00
H -21.542548 6.934936 0.837861 0.49 0.29 -0.05 0.00
H -24.449147 6.491552 1.179520 -0.40 0.13 -0.01 0.00
H -23.393238 5.124703 1.321222 0.51 -0.21 -0.12 0.00
H -24.463822 4.223857 -0.590643 0.36 -0.11 -0.07 0.00
H -24.445523 5.158589 -2.123728 0.16 -0.01 0.14 0.00
H -25.396507 5.698433 -0.732461 -0.38 -0.06 -0.10 0.00
H -23.118055 8.629055 0.337261 -0.22 0.31 -0.33 0.00
H -22.278161 9.129358 1.606815 0.30 0.44 0.17 0.00
```
Forces are in eV/Å.

* ⟨S²⟩: 0.76
* total charge: +1
* highest occupied orbital energy (alpha / beta): -10.606 / -10.606 eV
* LUMO (alpha / beta): -2.906 / -8.598 eV
* spin multiplicity: 2

[2]
A gas-phase ion, C4H9N4O (charge +1) at a distorted geometry. Source: the Open Molecules 2025 dataset; level of theory: ωB97M-V/def2-TZVPD.

Geometry as XYZ:
```
18
Properties=species:S:1:pos:R:3:forces:R:3:nbo_charge:R:1
C -3.024248 -0.084906 0.413191 -1.78 -2.02 0.23 -0.45
N -1.663861 0.097184 -0.077141 3.94 -1.25 0.35 -0.14
N -1.251172 -0.777477 -1.100473 -2.05 -2.15 -1.14 -0.66
C -0.632577 0.797446 0.413012 -4.55 1.12 1.39 0.33
N 0.405521 1.242208 -0.274543 2.54 -0.90 -0.67 -0.36
C 1.626012 0.921656 -0.510530 -0.74 0.59 1.23 0.16
C 2.337581 -0.352879 0.087682 -0.84 1.61 -0.33 0.61
N 3.658976 -0.185012 0.284744 -0.09 4.03 -1.48 -0.78
O 1.619769 -1.287376 0.348742 0.25 -0.47 0.05 -0.58
H -3.350836 0.717610 1.077200 0.18 0.17 -0.52 0.25
H -3.681527 -0.209016 -0.517221 0.84 0.78 1.29 0.25
H -3.278402 -1.079063 1.009287 1.39 1.76 -1.14 0.25
H -2.094081 -1.459580 -1.230349 2.60 1.38 0.00 0.39
H -0.306167 -1.271205 -0.978483 -1.96 0.92 0.57 0.43
H -1.005150 1.390541 1.312084 1.26 -0.63 -0.96 0.24
H 2.249075 1.677499 -1.009521 -0.41 -0.36 -0.25 0.22
H 4.194411 0.755728 0.099119 -1.80 -2.68 0.39 0.43
H 4.196674 -0.893363 0.653202 1.21 -1.91 0.98 0.42
```
Forces are in eV/Å.

* total charge: +1
* highest occupied orbital energy: -13.302 eV
* LUMO: -4.583 eV

[3]
A molecular structure, C18H40OP2PdSi at a distorted geometry. Source: the Open Molecules 2025 dataset; level of theory: ωB97M-V/def2-TZVPD.

Geometry as XYZ:
```
63
Properties=species:S:1:pos:R:3:forces:R:3:mulliken_spin:R:1
P 0.507428 -2.999451 -3.766841 0.53 -1.17 -1.57 0.00
P 0.423839 0.543910 -4.298489 -0.63 2.37 -0.91 0.00
C 0.282153 -2.075709 -5.369708 -0.30 0.46 -0.81 0.00
C 1.032495 -0.697411 -5.461707 1.10 -0.67 -0.43 0.01
H -0.768663 -1.969020 -5.673470 0.09 0.15 0.29 0.00
H 0.736791 -2.687679 -6.165865 -0.28 -0.02 0.34 0.00
H 2.088017 -0.818192 -5.198077 0.15 -0.47 -0.32 0.00
H 0.965976 -0.285335 -6.486403 0.25 -0.69 0.38 0.00
C -0.567017 1.318118 -5.705036 -0.85 -0.50 0.13 0.00
H -0.876989 2.344835 -5.507195 -0.12 -0.25 0.16 0.00
H -1.435450 0.676072 -5.883163 -0.10 0.32 -0.20 0.00
H 0.031297 1.320808 -6.626611 0.04 0.05 0.37 0.00
C 1.466054 2.165314 -4.368752 0.92 -1.12 0.05 0.01
H 1.713200 2.333377 -5.427236 0.16 -0.03 0.33 0.00
H 2.381207 2.043777 -3.775672 -0.06 0.18 -0.18 0.00
H 0.946695 3.073883 -4.006142 -0.23 -0.92 -0.05 -0.01
C -0.913493 -3.995795 -3.166774 -0.26 0.12 -0.14 0.00
H -0.904022 -4.073362 -2.069837 0.22 0.26 -0.34 0.00
H -0.900080 -5.021279 -3.557522 0.04 0.32 -0.17 0.00
H -1.847032 -3.502112 -3.450732 0.03 -0.12 0.03 0.00
C 1.845203 -4.126191 -4.278770 -0.41 -0.16 -0.16 0.00
H 1.961221 -4.080504 -5.376847 0.00 -0.69 0.60 0.00
H 1.647036 -5.113549 -3.818432 0.67 0.33 -0.54 0.00
H 2.631190 -3.541314 -3.791289 0.45 -1.17 -0.51 0.00
Pd 1.587682 -1.701383 -2.552814 -0.38 3.14 4.50 0.00
C -0.866530 4.118114 -2.369842 1.25 1.82 -0.32 0.80
C -2.188648 3.505883 -2.332629 -0.33 -0.24 0.63 0.00
C -2.978425 3.693252 -3.617813 -0.89 -0.75 -1.19 0.06
C -3.160445 2.267708 -4.231366 -1.01 0.14 0.77 -0.04
C -2.293452 1.406460 -3.428925 1.95 -1.55 -1.18 0.73
C -1.824600 1.978921 -2.151220 -0.36 0.31 0.64 0.08
C -0.384761 1.969533 -1.504791 0.26 0.31 -0.04 0.12
C 0.128256 3.457617 -1.509017 0.13 -0.90 1.00 -0.04
C 2.490052 -3.086560 -1.259161 -0.91 0.00 -0.94 0.01
H -0.696236 5.111348 -2.824060 -0.17 -0.58 0.26 -0.03
H -2.764055 3.946336 -1.490340 0.13 -0.42 -0.08 0.06
H -2.489912 4.329762 -4.365701 0.21 -0.05 0.34 -0.01
H -3.963594 4.124814 -3.472496 -0.08 0.20 0.25 0.00
H -4.135397 1.797443 -3.978110 -0.38 0.83 -0.37 0.04
H -3.109527 2.236552 -5.326727 0.31 -0.10 0.24 0.03
H -2.144000 0.351312 -3.731214 -0.29 0.73 0.60 0.04
H -2.426832 1.381121 -1.460962 -0.39 0.59 0.73 0.04
H 0.347974 1.308424 -1.980673 -0.51 0.22 0.27 -0.02
H -0.436076 1.623909 -0.465040 -0.18 -0.01 -0.57 0.00
H 0.122739 3.845820 -0.431221 -0.05 -0.24 -1.20 0.07
H 1.192716 3.487272 -1.830182 -0.70 0.30 0.05 0.03
H 3.276808 -2.477269 -0.789784 -0.28 -0.21 -0.35 0.00
H 2.855886 -3.989618 -1.776572 -0.08 0.45 0.41 0.00
H 1.683443 -3.304350 -0.543302 0.47 -0.05 -0.23 0.00
C 2.167023 -1.537994 1.815177 0.46 0.31 0.11 0.00
Si 0.821169 -0.631793 0.824016 0.08 -0.39 0.31 0.00
C -0.556645 -1.924377 1.149131 -0.48 0.23 -0.23 0.00
C 0.345802 0.946291 1.847689 0.08 0.04 0.16 0.00
O 1.227401 -0.362002 -0.717859 0.37 -0.49 0.10 0.00
H 1.829130 -1.889644 2.799743 -0.10 0.15 -0.21 0.00
H 3.033156 -0.893940 1.994742 0.10 -0.04 -0.02 0.00
H 2.526396 -2.417200 1.267948 -0.08 0.16 0.14 0.00
H -0.597737 -2.167452 2.221566 0.11 0.11 -0.22 0.00
H -1.564236 -1.587569 0.877043 0.05 -0.02 -0.09 0.00
H -0.381209 -2.871278 0.615911 0.08 0.20 0.05 0.00
H 1.081806 1.761497 1.757748 -0.01 -0.32 -0.13 0.00
H -0.618975 1.414119 1.608285 0.08 -0.29 -0.16 0.00
H 0.282397 0.729039 2.931797 0.12 -0.19 -0.43 0.00
```
Forces are in eV/Å.

* ⟨S²⟩: 2.01
* highest occupied orbital energy (alpha / beta): -6.543 / -7.766 eV
* LUMO (alpha / beta): -0.524 / -0.551 eV
* spin multiplicity: 3

[4]
2 unconnected molecules or ions with the total composition C4H9OP at a distorted geometry. Source: the Open Molecules 2025 dataset; level of theory: ωB97M-V/def2-TZVPD.

Geometry as XYZ:
```
15
Properties=species:S:1:pos:R:3:forces:R:3:nbo_charge:R:1
C -0.277980 -0.469472 0.850615 -0.09 2.33 0.92 -0.51
C 0.309213 -0.374961 -0.507650 1.13 0.48 -1.88 -0.24
C -1.133030 -0.133143 -0.193902 1.14 0.96 -0.87 0.01
C 0.690073 -1.692713 -1.296363 -0.36 1.94 1.59 -0.60
O -1.023901 2.569125 -0.074783 -1.54 -0.97 -2.10 -0.99
P 0.037775 2.769734 0.917561 -0.06 -0.41 4.00 1.02
H -0.419096 -1.332201 1.369778 -0.20 -2.62 1.49 0.23
H -0.149868 0.394227 1.630256 0.34 -0.65 -0.90 0.22
H 1.084953 0.477022 -0.658205 -1.71 -1.12 0.12 0.22
H -2.167251 -0.018485 -0.434360 -0.08 -0.04 -0.45 0.23
H 0.808826 -1.594071 -2.349697 -0.23 0.49 -0.83 0.22
H -0.137017 -2.318291 -1.069558 -0.37 -1.25 -0.04 0.20
H 1.629014 -2.058066 -0.924622 0.32 -0.44 0.42 0.21
H -0.453781 1.718347 2.151229 1.05 1.78 -1.19 -0.11
H 1.202072 2.062948 0.589701 0.65 -0.48 -0.30 -0.13
```
Forces are in eV/Å.

* highest occupied orbital energy (alpha / beta): -7.899 / -8.628 eV
* LUMO (alpha / beta): -1.495 / -0.136 eV